Entry 1:
{"formula": "C30H41N3S4Tc", "method": "the ωB97M-V functional and the def2-TZVPD basis", "spin_multiplicity": 2, "total_energy_ev": -81771.5337, "s2": 0.929, "e_lumo_ha": [-0.2497, -0.2474], "mol_weight_g_mol": 669.947, "fmax_ev_per_a": 2.2, "relative_energy_kcal_mol": 49.2, "total_charge": 2, "gap_ev": [6.1528, 6.6068], "symbols": ["Tc", "C", "C", "S", "C", "C", "S", "C", "C", "S", "C", "C", "S", "H", "H", "H", "H", "H", "H", "H", "H", "H", "H", "H", "H", "H", "H", "H", "H", "C", "C", "C", "C", "N", "C", "C", "C", "C", "C", "C", "N", "H", "H", "H", "H", "H", "H", "H", "H", "C", "C", "C", "C", "C", "C", "C", "C", "C", "C", "C", "C", "N", "H", "H", "H", "H", "H", "H", "H", "H", "H", "H", "H", "H", "H", "H", "H", "H", "H"], "coordinates": [[-0.076291, -0.285791, 0.181651], [-3.344692, -0.133492, 2.291172], [-3.531416, -1.503104, 1.645087], [-2.027030, -2.097254, 0.815390], [-2.797498, -3.091453, -0.497555], [-1.859610, -3.477512, -1.632888], [-1.012607, -2.128370, -2.493838], [-2.253890, -1.525359, -3.681166], [-3.420833, -0.744365, -3.088938], [-2.790112, 0.508000, -1.939140], [-4.305945, 0.864592, -1.010642], [-3.999448, 1.720553, 0.219564], [-2.609772, 1.171912, 1.263653], [-2.665313, -0.213821, 3.137452], [-4.302187, 0.218489, 2.674225], [-4.310908, -1.492366, 0.888131], [-3.801512, -2.228263, 2.410444], [-3.645983, -2.516699, -0.860683], [-3.170859, -3.997818, -0.022365], [-2.419063, -4.049599, -2.373048], [-1.055464, -4.116019, -1.263547], [-2.608424, -2.380677, -4.254196], [-1.672412, -0.890947, -4.343562], [-4.101949, -1.399462, -2.546166], [-3.982971, -0.260968, -3.886150], [-4.763634, -0.083274, -0.724232], [-5.000327, 1.391203, -1.664185], [-4.875503, 1.786737, 0.863049], [-3.722991, 2.730723, -0.077640], [-0.270554, 0.544741, 4.441911], [0.658589, -0.344799, 4.952376], [1.315816, -1.197490, 4.080939], [1.022842, -1.157732, 2.732179], [0.108585, -0.295185, 2.237571], [-0.505675, 0.545627, 3.082635], [1.648031, -2.038299, 1.731595], [2.620908, -2.969257, 2.029712], [3.151034, -3.755832, 1.020556], [2.659006, -3.615209, -0.263538], [1.674193, -2.677596, -0.495668], [1.190165, -1.879877, 0.468561], [-0.799442, 1.240888, 5.080839], [0.879000, -0.365007, 6.012846], [2.060643, -1.888585, 4.454617], [-1.186285, 1.258358, 2.637024], [2.968026, -3.084257, 3.047617], [3.935135, -4.471189, 1.234616], [3.036490, -4.212614, -1.082644], [1.255615, -2.542432, -1.480621], [0.720100, 1.483639, -3.809776], [2.164615, 1.221566, -3.382364], [2.526661, -0.269763, -3.312034], [2.603213, 1.904980, -2.099752], [3.805061, 2.577881, -2.189865], [4.321773, 3.313003, -1.133379], [3.584180, 3.450625, 0.032771], [2.394040, 2.785021, 0.218821], [1.710361, 3.012817, 1.557562], [2.144589, 1.907320, 2.534922], [0.193133, 3.235559, 1.515701], [1.930407, 1.880572, -0.812692], [0.974730, 0.974216, -0.500071], [0.540371, 0.994301, -4.768832], [0.548410, 2.555123, -3.938503], [0.008460, 1.111054, -3.095779], [2.775286, 1.669739, -4.166588], [2.056206, -0.721870, -2.441604], [3.606576, -0.399191, -3.212747], [2.198313, -0.790222, -4.216654], [4.339873, 2.551025, -3.132849], [5.275582, 3.816653, -1.236555], [3.950539, 4.094961, 0.825382], [2.126168, 3.947319, 1.936066], [1.895335, 0.919348, 2.143637], [1.662504, 2.043594, 3.507642], [3.225072, 1.940450, 2.685939], [-0.348261, 2.386501, 1.121408], [-0.049641, 4.098867, 0.892786], [-0.177134, 3.435059, 2.524409]], "forces_ev_per_a": [[-1.6, 1.5, -0.3], [0.0, -0.1, -0.2], [0.2, 0.3, -0.1], [0.5, -0.4, 0.0], [0.0, 0.1, 0.0], [0.1, 0.2, 0.1], [0.0, 0.0, -0.1], [0.1, -0.1, 0.3], [0.1, 0.1, 0.2], [-0.1, 0.2, 0.0], [0.2, -0.1, 0.0], [0.1, -0.3, -0.2], [-0.9, -0.1, -0.9], [-0.2, -0.1, 0.1], [0.0, 0.1, 0.0], [-0.1, 0.1, 0.0], [0.0, 0.0, 0.0], [0.0, 0.0, -0.1], [-0.1, 0.0, 0.0], [0.0, -0.1, 0.0], [-0.1, -0.1, 0.0], [0.0, 0.0, -0.1], [0.1, 0.1, -0.2], [0.0, 0.0, 0.0], [0.0, 0.0, -0.1], [0.0, 0.0, 0.0], [-0.1, 0.1, 0.1], [0.0, 0.1, 0.0], [0.0, 0.0, 0.0], [0.0, -0.1, 0.1], [0.0, 0.0, 0.1], [0.2, -0.1, 0.1], [-0.2, -0.2, 0.1], [-0.2, -0.1, 0.5], [0.4, -0.1, 0.2], [-0.1, 0.0, 0.0], [0.1, -0.1, 0.2], [0.1, -0.1, 0.0], [0.0, -0.1, -0.1], [0.0, 0.1, 0.0], [0.8, -0.1, -0.2], [0.0, 0.0, -0.1], [0.0, 0.0, -0.1], [-0.1, 0.1, 0.0], [0.5, 0.0, 0.5], [0.0, 0.0, -0.1], [0.0, 0.0, 0.0], [-0.1, 0.0, 0.0], [0.1, 0.1, -0.1], [0.4, 0.1, -0.1], [-0.1, -0.3, 0.2], [-0.1, 0.1, -0.2], [-0.5, -0.1, 0.2], [0.1, 0.3, 0.1], [0.0, 0.0, 0.0], [0.2, 0.2, 0.0], [-0.3, -0.4, -0.1], [-0.1, -0.2, 0.0], [0.2, 0.1, -0.1], [0.3, 0.2, -0.1], [0.4, 0.9, 0.4], [-0.2, -1.8, -0.4], [0.0, 0.0, 0.0], [0.0, -0.1, 0.0], [-0.4, -0.2, 0.4], [0.1, -0.1, 0.0], [-0.1, -0.1, 0.0], [-0.1, 0.0, 0.0], [0.0, 0.0, 0.1], [0.0, 0.0, 0.1], [-0.1, 0.0, 0.0], [0.0, 0.0, -0.1], [0.1, 0.0, 0.0], [0.3, 0.5, 0.1], [0.1, 0.0, -0.2], [0.0, 0.0, 0.0], [0.0, -0.1, -0.1], [0.0, 0.0, 0.0], [0.0, 0.1, 0.0]]}

Entry 2:
{"formula": "C30H42Br2CrN2P2", "method": "the ωB97M-V functional and the def2-TZVPD basis", "spin_multiplicity": 5, "total_energy_ev": -221834.8080, "s2": 6.218, "e_lumo_ha": [-0.2447, -0.2728], "mol_weight_g_mol": 704.432, "fmax_ev_per_a": 3.3, "relative_energy_kcal_mol": 70.2, "total_charge": 2, "gap_ev": [6.2576, 6.0593], "symbols": ["C", "C", "C", "C", "N", "C", "C", "C", "C", "C", "C", "C", "C", "C", "Cr", "P", "H", "H", "H", "H", "H", "H", "H", "H", "C", "C", "H", "H", "H", "H", "H", "C", "C", "H", "H", "H", "H", "H", "C", "C", "H", "H", "H", "H", "H", "Br", "P", "C", "C", "H", "H", "H", "H", "H", "C", "C", "H", "H", "H", "H", "H", "C", "C", "H", "H", "H", "H", "H", "Br", "C", "C", "C", "C", "N", "C", "H", "H", "H", "H"], "coordinates": [[4.583404, -2.521633, -3.313781], [3.880600, -1.319790, -3.573154], [3.826532, -0.871956, -4.906730], [4.317683, -1.707377, -5.922869], [4.916581, -2.868485, -5.648440], [5.049566, -3.278011, -4.390884], [3.112238, -0.689650, -2.527465], [2.444374, -1.125077, -1.494880], [1.322720, -1.496553, -0.741689], [1.003395, -2.806236, -0.245535], [-0.043625, -2.986443, 0.609490], [-0.730403, -1.835416, 1.321732], [-0.353852, -0.510410, 0.744978], [0.437490, -0.421157, -0.360231], [2.203426, 0.927758, -1.651533], [-2.547081, -1.755319, 1.061930], [3.384854, 0.085268, -5.169444], [4.737704, -2.872772, -2.296774], [4.211808, -1.415126, -6.971722], [5.546528, -4.244090, -4.216495], [0.337483, 0.451650, -1.063695], [1.605410, -3.645008, -0.612165], [-0.615811, 0.370962, 1.319345], [-0.364253, -3.989968, 0.906019], [-3.258878, -0.651178, 2.312172], [-4.664707, -0.108488, 2.016029], [-2.563389, 0.181845, 2.484525], [-3.297767, -1.253561, 3.233939], [-4.998526, 0.481081, 2.874362], [-4.687362, 0.555352, 1.148342], [-5.432055, -0.880461, 1.876788], [-3.024848, -1.352716, -0.637300], [-2.484073, -2.328283, -1.694232], [-2.691860, -0.322182, -0.858257], [-4.128518, -1.333495, -0.669534], [-2.836758, -2.037974, -2.693944], [-1.388600, -2.332324, -1.711387], [-2.818692, -3.360338, -1.522998], [-3.019359, -3.424637, 1.478676], [-4.535090, -3.606840, 1.516695], [-2.576209, -3.628446, 2.466433], [-2.537378, -4.113252, 0.770806], [-4.775818, -4.668730, 1.619285], [-4.987117, -3.102730, 2.375782], [-5.033483, -3.240644, 0.611792], [-0.312761, -1.972214, 3.220089], [-0.281518, 3.699470, -0.446145], [-1.937205, 2.821089, -0.354073], [-3.100808, 3.822834, -0.278710], [-1.935440, 2.179623, 0.546232], [-2.021195, 2.160559, -1.231247], [-4.058428, 3.307608, -0.440247], [-3.144034, 4.313712, 0.702690], [-3.004801, 4.614287, -1.032757], [0.322910, 3.291642, 1.247893], [0.309217, 4.507341, 2.175291], [1.326139, 2.864190, 1.121418], [-0.331351, 2.503696, 1.655120], [0.480481, 4.185770, 3.212304], [1.085124, 5.224120, 1.884650], [-0.638534, 5.053620, 2.129903], [0.722323, 2.949954, -1.711801], [0.738009, 3.894862, -2.926577], [0.287819, 1.977068, -2.042442], [1.756993, 2.813959, -1.270415], [1.546665, 3.618268, -3.609190], [-0.201431, 3.833526, -3.491233], [0.886138, 4.930905, -2.604503], [1.823506, 1.648837, 5.746990], [2.567671, 0.864594, 4.187920], [3.751085, 0.137337, 4.237717], [4.280474, -0.312668, 3.028370], [3.660280, 0.045945, 1.813822], [2.522216, 0.741865, 1.774716], [1.930760, 1.039119, 2.939897], [4.228983, -0.044999, 5.197537], [5.176396, -0.919940, 2.992310], [4.093356, -0.241922, 0.854612], [0.944677, 1.498781, 2.915874]], "forces_ev_per_a": [[-0.4, 0.1, -0.2], [0.6, -0.5, -1.1], [0.1, -0.4, 0.0], [0.2, 0.2, 0.9], [-0.2, -0.1, -0.6], [0.1, 0.6, 0.4], [-0.1, -1.0, 1.7], [-0.2, 1.4, -1.9], [-0.8, -0.7, 0.6], [0.1, 0.1, 0.4], [0.1, -0.2, 0.0], [1.0, 0.6, -1.5], [1.1, 0.3, -0.2], [-0.1, -0.3, -0.2], [0.5, 0.0, 0.1], [-0.4, -0.9, 0.8], [-0.1, -0.2, 0.1], [-0.2, 0.1, -0.1], [0.2, -0.2, 0.3], [-0.2, 0.5, -0.2], [0.2, -0.3, 1.2], [-0.4, 0.2, 0.2], [-0.6, 0.1, -0.5], [0.3, 0.4, -0.1], [-0.3, 0.1, 0.1], [-0.3, 0.1, -0.1], [-0.1, -0.2, 0.0], [0.2, 0.2, -0.3], [0.1, 0.0, -0.1], [0.1, -0.1, 0.0], [0.4, 0.1, 0.0], [0.0, 0.4, -0.3], [0.1, -0.2, -0.1], [-0.1, -0.4, 0.2], [0.3, 0.0, 0.2], [0.1, 0.0, 0.4], [-0.2, 0.0, 0.0], [0.0, 0.3, 0.0], [-0.4, -0.4, 0.1], [-0.4, -0.3, 0.1], [-0.1, 0.1, -0.3], [-0.2, 0.2, 0.1], [0.0, 0.2, -0.1], [0.1, 0.0, -0.1], [0.1, -0.1, 0.1], [0.0, 0.1, 0.3], [-2.0, 1.9, 1.9], [0.3, -0.2, -0.3], [-0.1, -0.1, -0.1], [-0.1, 0.1, -0.4], [-0.2, 0.2, 0.1], [0.2, 0.2, 0.1], [0.1, -0.1, -0.2], [0.0, -0.3, 0.1], [0.3, -0.4, -0.4], [0.2, 0.1, 0.0], [-0.1, 0.1, 0.4], [0.3, 0.2, -0.1], [0.0, 0.2, -0.2], [-0.1, -0.2, 0.1], [0.0, -0.2, 0.0], [0.6, -1.3, -1.0], [0.5, -0.1, -0.3], [0.2, 0.3, 0.0], [-0.3, 0.5, -0.1], [-0.1, 0.1, -0.1], [0.2, 0.0, 0.3], [0.0, -0.3, -0.1], [0.0, -0.3, -0.4], [-0.4, -0.1, -0.8], [-0.1, 0.2, -0.3], [-0.3, 0.1, -0.6], [0.3, -0.1, 1.0], [-0.4, -0.5, 0.1], [0.7, 0.4, 0.7], [0.0, 0.0, -0.3], [0.0, 0.1, 0.1], [0.0, 0.1, 0.3], [0.3, 0.0, 0.0]]}